No. 1
The following is a quantum chemistry calculation of an isolated ion of composition C7H10N and charge +1 at a distorted geometry, from the OMol25 dataset.

```
18
Properties=species:S:1:pos:R:3:forces:R:3
C 1.562815 -0.127891 1.613145 -2.5 -0.9 -5.5
C 1.909197 -0.125916 0.286726 -0.8 -0.5 2.5
C -0.715445 -0.799018 0.184026 -3.1 1.6 -1.3
C -1.566621 -1.597848 0.853533 0.7 -1.4 0.6
C -0.991620 0.420208 -0.591555 1.4 -0.7 0.7
C 0.586870 -0.474787 0.554783 3.6 0.9 2.2
C 2.898294 0.110226 -0.715054 2.7 -3.4 1.2
N -2.321993 0.952472 -0.408365 -3.5 0.4 1.3
H 1.573060 0.111617 2.614385 0.6 0.3 2.0
H -0.922763 -2.354012 1.359598 -1.5 0.3 0.3
H -2.702317 -1.667127 0.876542 1.9 0.1 -0.4
H -0.442728 0.729586 -1.493626 -0.5 -0.2 0.7
H 2.451038 0.501450 -1.521692 -1.4 1.2 -3.3
H 3.500187 -0.862191 -0.970462 -1.5 1.5 0.3
H 3.669320 0.733472 -0.385264 1.0 1.3 0.7
H -2.812537 1.016849 -1.332987 0.2 0.1 1.0
H -2.550395 1.857941 0.153397 1.3 -1.0 -1.4
H -2.944100 0.317689 0.220729 1.5 0.5 -1.6
```
Positions in Å, forces in eV/Å.

Summary:
ΔE to the lowest compared entry with this formula, charge and spin ... 519.52 kJ/mol
Molar mass ... 108.16 g mol⁻¹
Frontier orbital gap (spin up / spin down) ... 0.2752 / 0.2752 Ha
HOMO (spin up / spin down) ... -10.88 / -10.88 eV
2S+1 ... 1
Charge ... +1
F_max ... 6.089 eV/Å
E_tot ... -327.00314 a.u.

=====

No. 2
The following is a quantum chemistry calculation of one molecule with the formula C7H10N2 at a distorted geometry, from the OMol25 dataset.

```
19
Properties=species:S:1:pos:R:3:forces:R:3
H -2.276348 1.017434 0.218078 0.2 0.1 0.0
N -2.790235 0.358147 -0.350982 -0.2 -0.6 -0.6
C -2.077373 -0.563072 -0.859320 0.5 0.8 -0.1
N -0.694965 -0.759665 -0.797298 -1.2 0.1 0.1
C 0.175470 -0.091055 0.176041 -0.6 0.2 -0.7
C -0.363451 -0.176961 1.585198 -0.1 -1.4 1.6
C 0.360692 1.321522 -0.179466 -0.3 2.6 -0.3
C 0.463866 2.521354 -0.365980 -0.3 -2.4 0.2
C 1.452207 -0.818617 0.006328 2.2 -0.6 0.2
C 2.471858 -0.441707 -0.773622 -0.2 -0.8 0.6
H -2.481364 -1.292176 -1.573180 -0.4 0.2 0.4
H -0.517448 -1.743118 -0.881765 0.5 -0.3 -0.2
H -1.390190 0.152028 1.707827 -0.1 -0.1 -0.3
H -0.283497 -1.205919 2.046721 -0.2 0.8 -0.9
H 0.198612 0.421941 2.268335 0.6 0.6 0.3
H 0.526722 3.547179 -0.614793 0.1 0.3 0.0
H 1.482822 -1.719408 0.606578 0.2 -0.2 0.0
H 2.302173 0.464311 -1.319272 0.4 0.4 -0.4
H 3.440448 -0.992216 -0.899435 -1.3 0.5 0.2
```
Positions in Å, forces in eV/Å.

Summary:
ΔE to the lowest compared entry with this formula, charge and spin ... 341.13 kJ/mol
Molar mass ... 122.17 g mol⁻¹
Frontier orbital gap ... 0.3777 Ha
HOMO ... -9.37 eV
2S+1 ... 1
F_max ... 2.598 eV/Å
E_tot ... -382.12223 a.u.
SMILES ... [H]/N=C\N[C@](C)(C#C)C=C

=====

No. 3
The following is a quantum chemistry calculation of one molecule with the formula C7H10N2 at a distorted geometry, from the OMol25 dataset.

```
19
Properties=species:S:1:pos:R:3:forces:R:3
C -1.681807 -0.716320 0.170136 -1.9 -1.8 -0.4
C 1.292869 -1.755607 -0.012958 -1.9 1.1 0.4
C 0.279199 0.296563 1.180949 -0.5 -1.9 1.1
C 1.519096 -0.372108 0.609026 -1.2 -1.1 1.1
C 1.380011 -0.519045 -0.859438 -2.9 0.6 -2.3
C -0.731726 0.328862 -0.003799 -0.4 0.8 0.5
C -1.582324 1.612878 -0.257364 1.0 1.7 3.5
N -2.528950 -1.498452 0.159962 0.5 0.2 0.3
N 0.061534 -0.009660 -1.208613 2.5 -0.5 3.5
H 2.076616 -2.424765 -0.159924 1.4 -0.9 0.1
H 0.264052 -2.194801 -0.090906 1.2 0.3 0.7
H -0.092693 -0.447582 1.966969 0.2 1.2 -0.8
H 0.487998 1.225903 1.709291 -0.1 0.3 -0.6
H 2.407939 -0.080436 1.144538 0.7 -0.2 -0.6
H 2.007084 -0.304580 -1.683674 1.3 0.1 -0.4
H -0.948971 2.543052 -0.074725 -0.7 -1.2 0.4
H -2.561250 1.651396 0.333578 1.5 -0.3 -0.5
H -1.796937 1.795552 -1.232415 -0.9 -0.3 -3.1
H 0.148265 0.869149 -1.690642 0.3 1.8 -2.8
```
Positions in Å, forces in eV/Å.

Summary:
ΔE to the lowest compared entry with this formula, charge and spin ... 316.08 kJ/mol
Molar mass ... 122.17 g mol⁻¹
Frontier orbital gap (spin up / spin down) ... 0.1386 / 0.2974 Ha
HOMO (spin up / spin down) ... -2.97 / -12.11 eV
2S+1 ... 3
F_max ... 4.298 eV/Å
E_tot ... -381.94247 a.u.

=====

No. 4
The following is a quantum chemistry calculation of one molecule with the formula C7H10N2O2 at a distorted geometry, from the OMol25 dataset.

```
21
Properties=species:S:1:pos:R:3:forces:R:3
O -3.759598 0.425123 -0.315197 -0.1 0.7 0.5
C -2.590183 0.305520 -0.019279 -1.6 -0.1 -1.4
C -1.576835 1.455995 0.130224 0.1 -0.4 1.5
N -0.292741 0.723762 0.157760 -2.8 -0.7 0.3
C 0.880134 1.334769 -0.079131 -1.4 1.5 1.3
O 0.874857 2.553440 0.002955 0.8 0.3 -0.8
C 2.060553 0.503961 -0.285827 1.1 -0.9 0.7
C 1.901908 -0.945184 0.180778 -0.1 -0.1 -2.2
C 0.544173 -1.392656 -0.336452 0.2 -2.5 -1.2
C -0.534553 -0.709730 0.399639 -1.0 0.7 -0.1
N -2.002151 -0.915300 0.039086 3.5 -0.6 0.6
H -1.629333 2.205989 -0.644125 0.1 -0.3 -0.7
H -1.829116 2.082522 1.036329 0.5 -1.0 -0.4
H 2.368837 0.624565 -1.312230 0.1 -0.3 -0.4
H 2.820413 0.924868 0.325236 0.9 0.8 0.3
H 2.647906 -1.590469 -0.311725 -0.1 0.4 0.3
H 2.031007 -1.060478 1.240223 -0.2 0.1 0.6
H 0.472732 -2.485328 -0.330309 -0.2 -0.1 0.7
H 0.468274 -1.243177 -1.429551 0.0 0.6 0.4
H -0.443276 -0.918350 1.461052 0.1 -0.1 0.4
H -2.413008 -1.879852 0.090550 0.2 2.0 -0.1
```
Positions in Å, forces in eV/Å.

Summary:
ΔE to the lowest compared entry with this formula, charge and spin ... 38.82 kJ/mol
Molar mass ... 154.17 g mol⁻¹
Frontier orbital gap ... 0.3719 Ha
HOMO ... -9.48 eV
2S+1 ... 1
F_max ... 3.629 eV/Å
E_tot ... -532.74223 a.u.
SMILES ... O=C1CN2C(=O)CCC[C@@H]2N1

=====

No. 5
The following is a quantum chemistry calculation of one molecule with the formula C7H10N2O2 at a distorted geometry, from the OMol25 dataset.

```
21
Properties=species:S:1:pos:R:3:forces:R:3
C -2.673948 0.868670 0.808882 3.2 1.0 0.6
N -2.235451 -0.318401 -0.011078 -1.4 1.2 1.5
O -3.039172 -1.253330 -0.164935 0.0 -0.6 0.1
N -1.156256 -0.271070 -0.628268 -0.6 -2.4 -1.0
O -0.497774 0.867311 -0.542872 -1.3 2.8 1.2
C 0.888996 0.842868 -0.749068 1.8 -3.7 -1.2
C 1.173563 -0.280384 -1.741855 -1.7 -0.8 -1.6
C 0.818085 -1.516407 -1.254402 2.2 0.3 -2.6
C 0.996058 -1.770095 0.154715 0.8 -2.5 1.5
C 1.370843 -0.863415 1.069872 -0.3 1.0 -0.5
C 1.619122 0.568921 0.549240 0.5 -0.2 -0.5
H -3.700224 0.923343 1.114020 -0.5 -0.5 -0.8
H -2.258153 1.604519 0.077526 -1.3 0.6 1.3
H -2.064348 0.982929 1.810915 -0.8 -0.5 -2.2
H 1.144426 1.758667 -1.191503 0.2 1.5 -0.2
H 1.087425 -0.022049 -2.875700 0.3 -0.6 2.2
H 0.658430 -2.428417 -1.936818 0.2 1.7 1.1
H 1.066433 -2.890103 0.405168 -0.7 1.8 0.0
H 1.515986 -1.120478 2.132143 0.2 0.2 -0.8
H 2.721831 0.690335 0.331406 -0.9 -0.1 0.3
H 1.280550 1.431247 1.094212 0.2 0.0 1.5
```
Positions in Å, forces in eV/Å.

Summary:
ΔE to the lowest compared entry with this formula, charge and spin ... 755.56 kJ/mol
Molar mass ... 154.17 g mol⁻¹
Frontier orbital gap ... 0.3310 Ha
HOMO ... -8.48 eV
2S+1 ... 1
F_max ... 4.258 eV/Å
E_tot ... -532.46924 a.u.
SMILES ... C/[N+]([O-])=N\O[C@@H]1C=CC=CC1

=====

No. 6
The following is a quantum chemistry calculation of a 2-piece molecular cluster, C7H10N2O2 overall at a distorted geometry, from the OMol25 dataset.

```
21
Properties=species:S:1:pos:R:3:forces:R:3
C -1.415375 1.932637 -0.101905 0.1 -3.5 1.1
C -0.216669 1.288853 0.580622 -1.3 -0.5 1.9
C 1.075256 1.695217 0.035322 0.5 -0.4 0.1
C -0.176895 0.510393 1.686144 -2.0 -0.2 -0.5
C 0.876559 -0.331128 2.059035 0.3 1.4 0.0
N 1.689625 -0.974867 2.525966 1.4 -1.4 0.5
H -1.182883 2.904793 -0.204825 0.6 3.5 -0.9
H -2.395742 1.834229 0.290223 -0.7 -0.1 1.4
H -1.592710 1.410576 -1.026584 0.7 0.1 -0.9
H 0.836526 2.166883 -0.880239 0.7 1.0 -1.0
H 1.638774 0.806726 -0.178572 0.6 -0.3 -0.1
H 1.623879 2.276418 0.797083 -0.2 0.1 -0.7
H -0.980202 0.269829 2.380833 -0.7 0.4 -0.7
N 1.199261 -1.812943 -0.707464 1.2 0.4 -0.3
C 0.036634 -1.501230 -1.289765 0.3 -1.9 1.2
O -0.131963 -0.742043 -2.191521 -0.1 1.8 -1.3
C -1.074877 -2.390305 -0.887236 -0.9 -0.7 -1.0
O -1.988951 -2.107988 -0.190470 -1.0 0.6 1.4
H 1.349400 -2.609471 -0.078668 -0.1 0.9 -0.4
H 1.960838 -1.305868 -1.157079 0.3 -0.6 0.6
H -1.130485 -3.320711 -1.460899 0.4 -0.6 -0.2
```
Positions in Å, forces in eV/Å.

Summary:
ΔE to the lowest compared entry with this formula, charge and spin ... 263.43 kJ/mol
Molar mass ... 154.17 g mol⁻¹
Frontier orbital gap ... 0.3679 Ha
HOMO ... -9.44 eV
2S+1 ... 1
F_max ... 3.669 eV/Å
E_tot ... -532.65668 a.u.
SMILES ... CC(C)=CC#N.NC(=O)C=O

=====

No. 7
The following is a quantum chemistry calculation of one molecule with the formula C7H10N2O2S at a distorted geometry, from the OMol25 dataset.

```
22
Properties=species:S:1:pos:R:3:forces:R:3
C -2.321166 -0.786568 1.867344 1.2 -0.3 -0.8
C -2.180966 -0.077801 0.587016 -1.7 0.2 0.1
N -2.862125 -0.352562 -0.490604 1.6 0.4 1.6
N -2.480811 0.594683 -1.457355 0.2 1.1 -0.8
C -1.655398 1.451368 -0.968047 0.6 1.0 -2.3
C -1.319958 1.160726 0.439689 1.0 -1.3 -0.6
S 0.485873 0.818001 0.821082 0.6 1.5 2.1
O 1.134871 2.115453 1.101196 -1.1 -1.7 -0.7
O 0.583057 -0.179793 1.891925 -0.4 1.0 -1.7
C 1.040701 0.220036 -0.679180 2.0 -1.3 -0.6
C 2.091234 0.951637 -1.501837 -0.8 2.4 -0.1
C 2.537596 -0.185548 -0.763872 0.5 -2.5 0.8
H -2.581127 -0.177064 2.671450 -0.2 1.5 1.3
H -2.982116 -1.587031 1.923486 -1.4 -1.4 -0.7
H -1.355982 -1.191813 2.073259 0.8 -0.3 0.5
H -1.248839 2.310894 -1.633691 -0.8 -1.6 1.4
H -1.430661 2.038396 1.026981 -0.7 0.5 1.1
H 0.409344 -0.547444 -1.073186 -0.5 -0.1 -0.4
H 2.230675 1.988390 -1.022821 0.3 -1.7 -1.2
H 2.144389 0.785018 -2.565879 -0.6 0.7 -0.3
H 2.702743 -1.197705 -1.257660 -0.3 1.7 0.4
H 3.252575 -0.045862 0.022754 -0.2 0.1 0.7
```
Positions in Å, forces in eV/Å.

Summary:
ΔE to the lowest compared entry with this formula, charge and spin ... 423.42 kJ/mol
Molar mass ... 186.24 g mol⁻¹
Frontier orbital gap ... 0.3684 Ha
HOMO ... -10.25 eV
2S+1 ... 1
F_max ... 2.710 eV/Å
E_tot ... -930.77768 a.u.
SMILES ... CC1=NN=C[C@@H]1S(=O)(=O)C1CC1

=====

No. 8
The following is a quantum chemistry calculation of a 2-piece molecular cluster, C7H10N2O2S2 overall at a distorted geometry, from the OMol25 dataset.

```
23
Properties=species:S:1:pos:R:3:forces:R:3
C 2.525575 -1.820024 0.215703 -0.9 0.0 -0.1
C -2.324102 -0.784756 0.729918 2.0 0.0 -1.6
C -2.225329 -1.615400 -0.606417 0.3 -2.5 3.2
C 1.615504 2.071180 -1.506243 4.9 2.6 2.3
C 0.055105 0.378089 1.235147 -1.3 -3.5 1.6
C 1.602901 1.421188 -0.172480 2.0 -0.5 -0.3
C -0.350368 -0.033400 -0.846794 -0.3 0.4 -0.3
N 0.798948 0.289658 -0.006369 -0.4 -0.2 1.7
N -1.268997 0.228802 0.496130 2.5 -0.4 0.1
O 2.778529 -1.764894 -0.897066 1.0 0.0 -1.7
O 2.183566 -1.889114 1.306106 0.1 -0.2 1.9
S -0.486412 -1.908187 -1.002262 -0.4 0.9 0.9
S 0.889207 3.122128 -0.183408 0.1 -0.1 0.1
H -3.146119 -0.139618 0.902232 -1.6 -0.4 0.1
H -2.075719 -1.460163 1.529544 0.1 0.2 0.7
H -2.744797 -2.595295 -0.501286 0.1 0.9 -0.4
H -2.523045 -1.017508 -1.356520 -1.8 1.8 -2.8
H 2.574235 2.515546 -2.002553 -1.7 -1.0 1.3
H 0.930926 1.808228 -2.168429 -3.0 -1.6 -2.7
H 0.092208 -0.474401 2.022534 0.6 1.0 -1.5
H 0.053816 1.278450 1.835406 0.4 0.6 -0.4
H 2.514443 1.185965 0.497753 -1.0 1.4 -1.4
H -1.470086 1.203535 0.479355 -1.7 0.7 -0.7
```
Positions in Å, forces in eV/Å.

Summary:
ΔE to the lowest compared entry with this formula, charge and spin ... 382.07 kJ/mol
Molar mass ... 218.30 g mol⁻¹
Frontier orbital gap ... 0.2723 Ha
HOMO ... -6.98 eV
2S+1 ... 1
F_max ... 5.971 eV/Å
E_tot ... -1328.93433 a.u.